No. 1
{"formula": "C29H32NO2S", "method": "ωB97M-V/def2-TZVPD", "symbols": ["H", "H", "C", "H", "H", "C", "H", "C", "C", "C", "H", "H", "C", "C", "H", "C", "C", "H", "C", "C", "H", "C", "H", "H", "C", "H", "C", "H", "H", "H", "H", "C", "C", "O", "C", "H", "C", "H", "C", "C", "C", "C", "H", "H", "H", "N", "C", "C", "H", "O", "S", "H", "H", "H", "C", "H", "C", "C", "H", "H", "H", "H", "C", "C", "H"], "positions_angstrom": [[-0.45210, 2.68817, -7.57548], [-3.29271, 1.64410, -1.60692], [-2.45998, 1.25486, -3.92245], [3.77390, -1.96358, 5.97512], [3.77604, 0.65503, 3.33520], [-1.47512, 0.36565, -3.36930], [0.56584, 3.49126, -6.38173], [2.86941, -2.38011, 5.50485], [-0.25934, 0.26714, -4.11333], [1.73414, -1.20940, -1.25693], [3.97610, -5.46299, 3.37307], [1.04962, -1.95621, -0.83149], [2.60838, 3.69317, 1.34360], [-7.19602, 0.36655, 1.15436], [4.64158, 1.22170, 0.11639], [3.06992, 0.02084, 3.87986], [2.70928, 0.92153, 1.02183], [0.71817, 0.86903, 1.81681], [-2.76459, -0.44405, -1.34304], [-4.28783, -1.68127, 0.12783], [2.01107, -1.78236, 5.85163], [2.94221, -2.44408, 4.01504], [2.09560, 0.51668, 3.94135], [-7.91859, -0.03390, 1.86745], [3.04622, -4.97783, 3.70862], [1.00600, 1.08680, -5.64537], [1.55482, 1.52267, 1.55205], [-0.91150, -1.23934, -2.07457], [0.43306, -0.53728, -3.86398], [2.73277, -3.39225, 5.90229], [3.02002, -5.03011, 4.80234], [-3.57878, 0.70701, -1.13839], [2.79783, -1.48025, 1.89468], [-6.22708, -0.69394, 1.02358], [-2.11708, 2.17708, -4.90689], [-2.60832, -2.55932, -0.84739], [-4.76133, 0.65139, -0.41836], [-1.11566, 3.99974, -6.59121], [-0.85792, 2.14829, -5.51728], [-0.45274, 3.13113, -6.57000], [2.96832, -3.57090, 3.24040], [-1.63995, -0.43866, -2.21118], [3.45956, -0.10801, 4.89240], [2.15983, -1.57316, -2.19632], [-2.83584, 2.93865, -5.21366], [2.94138, -1.28818, 3.25661], [-5.12677, -0.54125, 0.24576], [0.04616, 1.14710, -5.13551], [4.56433, 3.70760, 0.42751], [2.87410, -1.02665, -0.39749], [2.89186, -3.19871, 1.55940], [2.59123, 4.77052, 1.50756], [-4.57992, -2.57551, 0.66342], [-5.41664, 1.52102, -0.36179], [1.52241, 2.90313, 1.73101], [-7.69467, 0.57305, 0.19885], [3.72481, 3.09388, 0.75015], [-3.16316, -1.64054, -0.66813], [1.20358, -0.26123, -1.41643], [-6.74706, 1.28425, 1.55544], [0.63915, 3.35896, 2.17756], [-3.49292, 1.18297, -3.59516], [2.72400, -0.53000, 0.86832], [3.78057, 1.71784, 0.56970], [2.21034, -5.57773, 3.31773]], "e_above_lowest_ev": 0.776, "lumo_energy_ev": -5.36, "charge": 1, "homo_ev": -8.02}

=====

No. 2
{"formula": "C3H6N4O", "method": "ωB97M-V/def2-TZVPD", "symbols": ["O", "N", "H", "H", "H", "N", "C", "H", "N", "C", "H", "H", "N", "C"], "positions_angstrom": [[1.67166, -1.56012, -0.24650], [0.11352, 1.53164, 0.34815], [-1.90959, -1.85441, -0.86244], [-3.14923, -1.26361, 0.38422], [3.02464, 0.74966, -0.47006], [-0.05951, 0.24659, 0.23927], [1.47206, -0.43087, -0.06779], [-2.34874, 0.00005, -0.83908], [-1.14514, -0.49492, 0.81614], [1.34529, 1.84572, 0.09184], [1.71347, 2.77096, -0.13749], [-0.69062, -1.33374, 1.12493], [2.10724, 0.71733, -0.21821], [-2.14503, -0.92425, -0.16297]], "e_above_lowest_ev": 3.375, "lumo_energy_ev": 0.75, "homo_ev": -8.25}

=====

No. 3
{"formula": "CO4P", "method": "ωB97M-V/def2-TZVPD", "symbols": ["O", "P", "O", "O", "O", "C"], "positions_angstrom": [[-0.53085, 1.81083, -1.10369], [0.22418, -1.29256, 0.80290], [-0.74895, -2.18838, 1.44759], [-0.59055, -0.13434, 0.13338], [1.41054, 0.79267, -0.61940], [0.23563, 1.01178, -0.66078]], "e_above_lowest_ev": 0.363, "lumo_energy_ev": 4.35, "charge": -1, "homo_ev": -5.52}

=====

No. 4
{"formula": "C25H30N3O9Yb", "method": "ωB97M-V/def2-TZVPD", "symbols": ["H", "H", "H", "H", "C", "C", "O", "H", "C", "H", "H", "N", "H", "O", "O", "Yb", "H", "C", "H", "O", "H", "H", "H", "C", "H", "H", "C", "H", "H", "C", "H", "C", "C", "H", "C", "H", "N", "H", "C", "N", "H", "C", "O", "H", "C", "O", "C", "H", "H", "O", "C", "O", "C", "H", "C", "C", "C", "C", "H", "C", "H", "H", "O", "C", "C", "C", "H", "C"], "positions_angstrom": [[1.69719, -2.92103, -4.14349], [1.65799, 0.40953, -5.78146], [-2.12248, 2.64957, -2.93964], [-3.16075, -2.77197, 0.40435], [0.74441, 0.16529, 3.38764], [0.34234, -3.42100, 0.25402], [3.42696, -1.44598, 5.07970], [1.79570, 2.76904, -2.11763], [0.83071, 2.74833, -1.58279], [2.05938, -1.39741, -1.80171], [-1.49828, 0.58960, -2.13829], [0.16526, 2.08253, 7.06243], [-1.89802, -2.81098, 2.80089], [0.35108, 1.38326, -1.55751], [0.77826, 1.62278, 8.04924], [-0.16359, -0.92311, 0.48313], [1.73598, 1.04751, -3.45900], [-1.57350, 2.78536, -2.00968], [0.94667, 3.05806, -0.53475], [3.10205, -1.04212, 2.93382], [-2.15141, -0.34848, 3.89370], [-0.14113, -2.97861, -1.90336], [-0.28130, 4.59101, -1.88085], [-2.33308, -1.93739, 2.32074], [-0.81275, -2.13659, -5.95028], [-0.15447, 0.65187, -5.76880], [0.04378, 1.43868, 3.38707], [-3.92916, -0.19841, -0.07436], [3.12927, -1.60421, 0.65383], [1.67660, -0.04315, 4.45108], [-0.05820, 1.39720, -3.65410], [-0.14927, 2.08027, 4.60343], [-3.00747, 0.22768, 1.90827], [2.66369, -1.53570, -4.75359], [0.52005, -1.14954, -4.57346], [1.56099, -3.21828, 2.12407], [2.79907, -0.90646, 4.13789], [-1.41541, 1.23158, -0.46683], [1.64890, -1.97747, -0.98312], [-0.48029, 1.92907, 2.14475], [-0.41257, -4.15089, 0.54656], [0.71791, 0.23516, -5.24713], [0.48746, -0.75032, 2.55449], [-0.80083, 2.94663, 4.66824], [-1.10366, 1.41958, -1.51549], [-0.11842, 1.28194, 1.08954], [-0.26154, 3.56609, -2.26579], [-0.88769, -2.72736, -4.25895], [2.11550, 0.33898, 6.51988], [-0.75694, 2.91417, 7.16816], [1.48710, 0.59055, 5.66504], [-1.24943, 2.90116, 2.09555], [2.20520, -2.06806, 0.32457], [-1.63149, -1.16202, -4.68661], [0.50955, 1.59447, 5.75065], [-3.37578, -0.56812, 0.78707], [0.49613, -2.81556, -1.03349], [-0.79158, -1.83639, -4.89114], [-3.24527, 1.27864, 2.05634], [1.70531, -2.06888, -4.83400], [1.63031, -2.46463, -5.86250], [-2.23901, 3.25437, -1.26926], [0.48078, -0.61126, -3.20424], [1.38445, -2.92669, 1.09274], [-2.96498, -1.90973, 1.03880], [-2.40178, -0.62724, 2.87147], [-0.08539, 3.58525, -3.35057], [0.76090, 0.68985, -3.81530]], "lumo_energy_ev": [-2.13, -2.13], "multiplicity": 2, "s2": 0.7510, "homo_ev": [-7.67, -7.67]}

=====

- Number 3 is which compound?
  CO4P